(1)
{
  "formula": "C50H61BCoN9O3S3",
  "method": "ωB97M-V/def2-TZVPD",
  "species": ["Co", "C", "C", "C", "C", "N", "C", "C", "N", "B", "N", "C", "C", "N", "C", "S", "C", "C", "C", "C", "N", "C", "C", "N", "C", "S", "C", "C", "C", "C", "C", "S", "H", "H", "H", "H", "H", "H", "H", "H", "H", "H", "H", "H", "H", "H", "H", "H", "H", "H", "H", "H", "H", "H", "H", "H", "H", "H", "H", "H", "H", "H", "H", "H", "H", "H", "C", "C", "C", "C", "C", "C", "C", "N", "C", "N", "C", "C", "C", "C", "C", "C", "C", "N", "C", "C", "C", "C", "C", "C", "C", "H", "H", "H", "H", "H", "H", "H", "H", "H", "H", "H", "H", "H", "H", "H", "H", "H", "H", "H", "H", "H", "H", "O", "C", "C", "C", "C", "C", "C", "C", "O", "O", "H", "H", "H", "H", "H"],
  "coordinates": [[-0.09622, -0.02554, 0.31948], [4.29648, -4.63173, -0.98938], [3.11747, -5.56091, -0.74700], [2.93544, -5.71888, 0.76637], [3.45010, -6.90339, -1.40784], [1.76807, -5.13122, -1.30016], [0.75181, -6.01399, -1.13588], [-0.38202, -5.45307, -1.62006], [-0.10491, -4.21385, -2.06229], [-1.34674, -3.41170, -2.62367], [-0.99760, -2.19858, -3.50782], [-0.50030, -2.42431, -4.78144], [-0.16567, -1.24122, -5.31407], [-0.48176, -0.25690, -4.38129], [-1.01448, -0.85777, -3.25960], [-1.61847, -0.06957, -1.86860], [-0.24149, 1.20909, -4.62777], [0.44720, 1.36773, -5.98070], [0.69200, 1.78280, -3.55242], [-1.57829, 1.95154, -4.69050], [-2.32204, -3.05486, -1.48096], [-3.68340, -3.04056, -1.72991], [-4.30563, -2.73403, -0.58370], [-3.32834, -2.54271, 0.38949], [-2.09941, -2.73546, -0.17948], [-0.55181, -2.52818, 0.53749], [-3.65094, -2.33510, 1.84577], [-3.20052, -3.56514, 2.63511], [-5.16439, -2.18453, 1.97728], [-2.99836, -1.05823, 2.38210], [1.23642, -3.97601, -1.86864], [2.04965, -2.54890, -2.26965], [5.16390, -5.09758, -0.51666], [4.50907, -4.50662, -2.05015], [4.15480, -3.65600, -0.54890], [3.88172, -6.02072, 1.21628], [2.62312, -4.76927, 1.21116], [2.18370, -6.47427, 1.00978], [4.44084, -7.22427, -1.08499], [2.73870, -7.68808, -1.14147], [3.46139, -6.79534, -2.49573], [0.90295, -6.99075, -0.70740], [-1.38684, -5.84821, -1.65428], [-1.92913, -4.20221, -3.33125], [-0.39486, -3.42182, -5.18168], [0.26732, -1.02496, -6.27384], [1.42489, 0.87788, -5.99323], [-0.16541, 0.98006, -6.79885], [0.60106, 2.43195, -6.15618], [1.63146, 1.22008, -3.52781], [0.91393, 2.82880, -3.78417], [0.24355, 1.72752, -2.56422], [-2.18430, 1.57141, -5.52013], [-2.13633, 1.81943, -3.76791], [-1.39654, 3.01750, -4.85121], [-4.08612, -3.23280, -2.71348], [-5.35659, -2.60677, -0.39462], [-3.66400, -4.47070, 2.22988], [-2.11684, -3.66576, 2.58698], [-3.50120, -3.45787, 3.68226], [-5.70363, -3.07031, 1.63012], [-5.39558, -2.04670, 3.03295], [-5.52001, -1.30375, 1.43508], [-1.93556, -1.17559, 2.56774], [-3.14275, -0.23809, 1.67215], [-3.47939, -0.77913, 3.32684], [-0.98151, 6.79431, -1.28072], [0.17371, 6.67937, -0.31951], [0.90199, 7.79489, 0.07669], [1.96819, 7.68966, 0.96208], [2.31122, 6.44642, 1.47112], [1.59028, 5.31915, 1.10363], [0.52907, 5.43130, 0.20582], [-0.24015, 4.31105, -0.17317], [0.16498, 2.98558, -0.07160], [1.44991, 2.79010, -0.46050], [2.31428, 1.66186, -0.35275], [1.82712, 0.38098, -0.12816], [2.79016, -0.61034, 0.10167], [4.15738, -0.35353, 0.04618], [4.59217, 0.92132, -0.27855], [3.68117, 1.94954, -0.47667], [4.17161, 3.34550, -0.78576], [-0.65771, 2.06212, 0.30138], [-2.00206, 2.46239, 0.59687], [-2.89658, 2.68890, -0.45213], [-4.22725, 3.00594, -0.21468], [-4.67716, 3.12840, 1.09080], [-3.77732, 2.96532, 2.13532], [-2.43651, 2.65172, 1.91677], [-1.47818, 2.56240, 3.06774], [-1.02804, 7.79549, -1.70792], [-1.93852, 6.59871, -0.78283], [-0.88559, 6.07112, -2.09578], [0.62962, 8.76658, -0.32410], [2.51796, 8.57527, 1.26097], [3.13056, 6.34868, 2.17524], [1.83688, 4.35066, 1.53048], [-1.23689, 4.44004, -0.18493], [1.91806, 3.64538, -0.69616], [2.45037, -1.61146, 0.37434], [4.88465, -1.13175, 0.26445], [5.65553, 1.13222, -0.34986], [5.25864, 3.35092, -0.86569], [3.89722, 4.06041, -0.00186], [3.77149, 3.71786, -1.73656], [-2.53204, 2.59321, -1.46708], [-4.90346, 3.15782, -1.04819], [-5.71522, 3.36809, 1.29669], [-4.11512, 3.09668, 3.16081], [-2.01164, 2.48283, 4.01664], [-0.83728, 3.45037, 3.10751], [-0.82866, 1.69945, 2.95339], [0.82251, -2.36438, 3.88285], [0.87766, -1.42731, 4.87458], [0.82314, -1.81744, 6.21099], [0.89102, -0.87668, 7.22819], [1.03632, 0.46731, 6.91757], [1.11522, 0.84841, 5.58421], [1.02627, -0.07317, 4.54779], [1.05693, 0.47083, 3.12640], [1.74017, 1.47256, 2.90537], [0.25822, -0.11978, 2.31281], [0.72245, -3.22843, 4.28303], [0.72742, -2.87475, 6.45198], [0.84088, -1.20086, 8.26072], [1.09120, 1.20946, 7.70611], [1.24406, 1.88943, 5.31271]],
  "charge": 0,
  "energy_ev": -143207.701,
  "lumo_ev": [0.28, -2.63],
  "de_lowest_ev": 0.000,
  "spin_multiplicity": 5,
  "s2": 6.031
}

***

(2)
{
  "formula": "C21H24F3NOP2Pt",
  "method": "ωB97M-V/def2-TZVPD",
  "species": ["C", "C", "C", "C", "C", "C", "C", "C", "C", "C", "C", "C", "C", "H", "H", "H", "H", "H", "H", "H", "N", "Pt", "C", "H", "H", "C", "H", "H", "P", "P", "C", "H", "H", "H", "C", "H", "H", "H", "C", "H", "H", "H", "C", "H", "H", "H", "C", "O", "H", "F", "C", "F", "F"],
  "coordinates": [[3.38757, 0.94603, -2.13315], [2.10089, 1.00346, -1.61451], [1.36030, -0.19432, -1.55643], [2.01746, -1.41128, -1.82700], [3.29902, -1.43337, -2.35432], [3.98611, -0.24445, -2.51042], [1.29253, -2.66283, -1.47693], [-0.17517, -2.53691, -1.75365], [-0.75725, -1.27573, -1.48268], [-2.15739, -1.20089, -1.31759], [-2.91680, -2.33944, -1.58444], [-2.34208, -3.55520, -1.94162], [-0.96229, -3.65730, -2.03554], [3.92381, 1.88312, -2.23984], [3.75920, -2.38024, -2.62363], [4.98891, -0.24877, -2.90034], [1.73034, -3.58095, -1.84726], [-3.99485, -2.27340, -1.48666], [-2.95529, -4.43998, -2.09985], [-0.47068, -4.60632, -2.26812], [0.04590, -0.20803, -1.08705], [-0.10910, 0.36903, 1.14814], [1.49909, 2.24637, -1.03944], [0.48588, 2.41993, -1.42265], [2.14619, 3.11274, -1.21922], [-2.74375, 0.06885, -0.78886], [-2.35853, 0.93502, -1.33110], [-3.82794, 0.05444, -0.87491], [1.32569, 2.11133, 0.80279], [-2.37526, 0.34033, 0.98183], [-3.23833, -0.94533, 1.86965], [-3.04092, -0.84454, 2.94377], [-4.30930, -0.82904, 1.67587], [-2.92220, -1.93642, 1.52651], [-3.03943, 1.93796, 1.42645], [-4.08634, 1.97567, 1.11533], [-2.98567, 2.06775, 2.51247], [-2.48859, 2.74594, 0.93278], [2.99320, 1.74792, 1.42822], [3.66554, 2.57045, 1.12227], [2.93201, 1.65864, 2.52718], [3.33511, 0.78569, 1.00671], [0.76556, 3.70745, 1.42046], [0.85060, 3.69842, 2.51883], [1.41071, 4.48705, 0.98215], [-0.28426, 3.86278, 1.12464], [0.14245, -1.46044, 1.61281], [0.04837, -2.57590, 1.95701], [1.40117, -2.87367, -0.42443], [-0.57686, 1.94111, 3.61716], [-0.09412, 0.70193, 3.25759], [1.16594, 0.57057, 3.79628], [-0.84713, -0.23526, 3.93473]],
  "charge": 2,
  "energy_ev": -55663.140,
  "lumo_ev": [-5.83, -10.80],
  "spin_multiplicity": 5,
  "s2": 6.049
}

***

(3)
{
  "formula": "C18H16FN5O2",
  "method": "ωB97M-V/def2-TZVPD",
  "species": ["C", "N", "C", "C", "C", "C", "C", "N", "O", "N", "C", "C", "C", "C", "N", "C", "C", "C", "C", "C", "C", "C", "F", "C", "N", "O", "H", "H", "H", "H", "H", "H", "H", "H", "H", "H", "H", "H", "H", "H", "H", "H"],
  "coordinates": [[-4.94953, -0.79955, 0.22678], [-3.54998, -0.43725, 0.15951], [-2.88801, -0.93455, -1.03518], [-1.41945, -1.18217, -0.79448], [-0.51895, -1.07623, -1.89508], [0.81159, -1.34202, -1.79074], [1.28706, -1.74054, -0.52630], [2.48167, -2.10356, -0.09993], [2.34382, -2.37508, 1.19592], [1.10029, -2.20718, 1.64213], [0.38789, -1.81502, 0.60153], [-0.98165, -1.53518, 0.45069], [-3.38872, 1.00057, 0.31989], [-1.96571, 1.41174, 0.23865], [-1.09836, 1.50072, 1.19735], [0.02893, 1.93628, 0.56356], [1.29514, 2.19202, 1.29193], [2.45747, 1.38422, 0.76813], [3.29677, 0.71312, 1.64738], [4.39146, 0.00681, 1.17721], [4.65998, -0.05084, -0.17824], [3.80887, 0.61379, -1.04126], [4.04697, 0.55919, -2.36983], [2.71926, 1.33525, -0.59445], [-0.15506, 2.11497, -0.71511], [-1.45299, 1.77879, -0.94123], [-5.54520, -0.36920, -0.59253], [-5.03635, -1.88383, 0.19433], [-5.35840, -0.44994, 1.17342], [-3.02054, -0.25724, -1.89569], [-3.34387, -1.89390, -1.30127], [-0.92461, -0.76517, -2.84701], [1.48955, -1.25571, -2.62314], [-1.65438, -1.59344, 1.28908], [-3.94201, 1.56196, -0.45609], [-3.76540, 1.27609, 1.30745], [1.12083, 1.97184, 2.34531], [1.53958, 3.25426, 1.18978], [3.09142, 0.73721, 2.70723], [5.03080, -0.51501, 1.87189], [5.49730, -0.60627, -0.56702], [2.07250, 1.84006, -1.29455]],
  "charge": 0,
  "energy_ev": -33185.170,
  "lumo_ev": -0.27,
  "de_lowest_ev": 0.117,
  "smiles": "CN(Cc1ccc2nonc2c1)Cc1nc(Cc2cccc(F)c2)no1"
}

***

(4)
{
  "formula": "C2H5ISi",
  "method": "ωB97M-V/def2-TZVPD",
  "species": ["Si", "C", "C", "I", "H", "H", "H", "H", "H"],
  "coordinates": [[1.10273, -1.00789, 0.05348], [-0.17873, 0.20688, 0.64541], [-1.15533, 1.16878, -0.59358], [-2.78829, 2.19980, 0.01351], [1.93223, -0.74974, -1.27860], [0.29025, -2.13553, 0.04838], [2.14589, -1.22722, 1.12332], [-0.92087, -0.08987, 1.31137], [-0.42789, 1.63480, -1.32329]],
  "charge": 0,
  "energy_ev": -18128.026,
  "lumo_ev": [-0.53, -0.54],
  "de_lowest_ev": 4.881,
  "smiles": "[SiH3]/C=C/I"
}